# 1
Molecular formula: C33H49N6O11S2
Method: DFT, ωB97M-V/def2-TZVPD

Geometry as XYZ:
```
101
Properties=species:S:1:pos:R:3:lowdin_charge:R:1
C -0.461 1.428 8.616 0.03
N -0.701 1.447 7.189 -0.09
C -1.839 1.968 6.755 0.00
C -2.206 1.885 5.440 0.05
C -1.343 1.322 4.515 -0.10
C -0.131 0.839 4.983 0.05
C 0.156 0.898 6.337 0.04
C -1.690 1.219 3.057 -0.11
C -2.360 2.254 2.390 0.04
C -2.842 2.020 1.141 -0.01
N -2.629 0.873 0.541 -0.04
C -1.998 -0.148 1.186 0.04
C -1.494 0.039 2.415 0.03
C -2.960 0.702 -0.899 0.04
H -0.965 0.562 9.043 0.12
H -0.830 2.331 9.089 0.11
H 0.594 1.324 8.853 0.11
H -2.435 2.535 7.454 0.15
H -3.091 2.387 5.075 0.13
H 0.566 0.444 4.262 0.08
H 1.142 0.609 6.690 0.16
H -2.596 3.197 2.859 0.13
H -3.400 2.786 0.616 0.16
H -1.900 -1.083 0.630 0.14
H -0.972 -0.766 2.913 0.13
H -3.590 1.548 -1.160 0.11
H -3.461 -0.253 -0.994 0.10
H -2.052 0.712 -1.488 0.07
C 1.133 -0.589 -3.036 -0.07
C 0.801 -0.574 -1.523 -0.67
C 0.579 0.854 -1.089 -0.09
O -0.244 -1.380 -1.181 -0.30
H 2.057 -0.025 -3.198 0.07
H 0.305 -0.029 -3.505 0.06
H 1.162 -1.585 -3.438 0.07
H 1.789 -0.859 -1.041 0.12
H 0.534 0.888 -0.001 0.05
H -0.300 1.314 -1.555 0.06
H 1.422 1.479 -1.451 0.07
O -4.799 -2.888 -2.944 0.02
C -3.656 -2.441 -2.848 -0.55
N -2.709 -2.938 -1.961 0.15
C -3.214 -1.113 -3.508 -0.01
H -1.848 -2.397 -1.830 0.04
H -2.923 -3.815 -1.518 0.09
H -2.309 -0.766 -3.021 0.03
H -4.062 -0.445 -3.363 0.08
H -3.120 -1.305 -4.579 0.09
O 2.097 2.266 3.650 0.03
C 2.603 3.000 2.835 -0.57
N 3.649 3.876 3.108 0.16
C 2.122 2.951 1.420 -0.01
H 4.356 3.952 2.401 0.10
H 3.890 4.024 4.073 0.10
H 1.997 3.943 0.972 0.09
H 1.139 2.497 1.466 0.06
H 2.819 2.468 0.732 0.09
N 1.807 -1.700 3.942 0.05
C 1.686 -2.903 4.419 -0.17
C 1.174 -3.929 3.702 -0.07
C 0.793 -3.720 2.414 -0.04
C 1.011 -2.451 1.851 -0.03
C 1.489 -1.473 2.705 -0.20
H 1.925 -2.978 5.473 0.11
H 1.098 -4.921 4.133 0.12
H 0.347 -4.502 1.816 0.09
H 0.736 -2.323 0.804 0.08
H 1.716 -0.472 2.333 0.11
N 1.207 5.805 -2.348 0.05
C 1.847 4.628 -2.417 -0.17
C 3.225 4.441 -2.290 -0.09
C 3.982 5.540 -1.970 -0.10
C 3.386 6.776 -1.934 -0.07
C 1.982 6.865 -2.076 -0.14
H 1.214 3.796 -2.731 0.09
H 3.669 3.491 -2.552 0.10
H 5.058 5.438 -1.886 0.11
H 3.943 7.662 -1.651 0.10
H 1.474 7.816 -1.906 0.10
C -0.374 -5.806 -2.070 -0.12
C -0.266 -5.318 -0.640 -0.18
O -0.574 -6.469 0.192 -0.20
S -1.734 -7.290 -0.524 0.56
O -2.964 -6.715 -0.128 -0.22
O -1.492 -8.656 -0.398 -0.19
O -1.397 -6.850 -2.012 -0.18
H 0.557 -6.302 -2.395 0.14
H -0.614 -5.026 -2.775 0.12
H -1.026 -4.530 -0.522 0.11
H 0.645 -4.850 -0.287 0.12
C -0.136 -0.343 -6.315 -0.18
C 1.281 -0.806 -6.504 -0.14
O 1.497 -0.613 -7.956 -0.19
S 0.118 -0.601 -8.752 0.54
O 0.042 -1.709 -9.601 -0.20
O -0.075 0.667 -9.277 -0.20
O -0.818 -0.847 -7.482 -0.18
H -0.076 0.746 -6.232 0.14
H -0.644 -0.830 -5.492 0.11
H 1.457 -1.882 -6.328 0.14
H 2.038 -0.296 -5.910 0.12
```

* molar mass: 769.9 u
* net charge: +1
* HOMO-LUMO gap: 4.62 eV

---

# 2
Molecular formula: C33H50As3N5OZr
Method: DFT, ωB97M-V/def2-TZVPD

Geometry as XYZ:
```
93
Properties=species:S:1:pos:R:3:lowdin_charge:R:1
Zr -1.158 -0.343 0.541 1.54
C -3.491 -1.869 -1.337 -0.09
N -2.136 -2.152 -0.845 -0.11
C -2.025 -3.464 -0.185 -0.09
C -0.635 -3.533 0.348 -0.32
N 0.008 -2.429 0.642 -0.02
C 1.249 -2.825 1.128 -0.27
C 2.338 -2.071 1.561 -0.06
C 3.462 -2.760 1.965 -0.05
C 3.512 -4.164 1.947 -0.05
C 2.440 -4.923 1.523 0.01
C 1.311 -4.219 1.118 -0.17
N 0.084 -4.640 0.614 0.21
C -4.213 -1.014 -0.359 -0.31
N -3.608 -0.074 0.339 0.06
C -4.654 0.636 0.959 -0.20
C -4.670 1.843 1.667 -0.02
C -5.885 2.318 2.109 -0.05
C -7.084 1.640 1.848 -0.05
C -7.102 0.485 1.098 0.01
C -5.870 0.018 0.652 -0.17
N -5.548 -1.034 -0.185 0.20
H -4.040 -2.785 -1.569 0.14
H -3.401 -1.303 -2.268 0.14
H -1.511 -2.153 -1.647 0.07
H -2.235 -4.291 -0.871 0.14
H -2.749 -3.506 0.635 0.14
H 2.306 -0.988 1.584 0.10
H 4.329 -2.211 2.306 0.12
H 4.415 -4.662 2.272 0.12
H 2.479 -6.003 1.510 0.12
H -0.206 -5.590 0.444 0.18
H -3.773 2.421 1.833 0.09
H -5.919 3.248 2.658 0.12
H -8.013 2.051 2.215 0.12
H -8.028 -0.014 0.850 0.12
H -6.192 -1.648 -0.656 0.18
C -1.321 -2.005 3.075 -0.10
C -2.379 -1.199 2.661 -0.20
C -1.941 0.167 2.729 -0.31
C -0.623 0.137 3.261 -0.18
C -0.228 -1.182 3.426 -0.10
H -1.325 -3.085 3.108 0.12
H -3.378 -1.530 2.427 0.11
H -2.594 1.018 2.761 0.08
H -0.043 1.006 3.518 0.07
H 0.729 -1.520 3.789 0.11
C 0.207 -1.326 -3.042 -0.28
As 1.132 -0.543 -1.502 1.13
C 2.717 -1.681 -1.588 -0.27
C 1.709 1.103 -2.403 -0.31
C 2.289 2.226 -1.539 -0.67
C 2.769 3.353 -2.461 -0.05
C 1.183 2.862 -0.674 -0.32
As 0.506 1.977 0.936 1.10
C 1.852 2.417 2.282 -0.26
C -0.882 3.273 1.366 -0.26
C 3.416 1.725 -0.632 -0.40
As 5.228 1.062 -1.200 1.13
C 6.140 2.792 -1.311 -0.33
C 5.176 0.697 -3.131 -0.33
H 0.823 -1.196 -3.933 0.05
H -0.748 -0.830 -3.215 0.02
H 0.073 -2.402 -2.905 0.03
H 3.089 -1.687 -2.612 0.03
H 2.452 -2.700 -1.310 0.03
H 3.503 -1.338 -0.917 0.00
H 0.836 1.475 -2.948 0.09
H 2.439 0.789 -3.154 0.07
H 1.928 3.780 -3.011 0.10
H 3.495 3.003 -3.188 0.06
H 3.230 4.154 -1.881 0.09
H 0.298 3.067 -1.284 0.07
H 1.541 3.831 -0.308 0.09
H 2.191 3.439 2.104 0.05
H 2.707 1.749 2.215 0.02
H 1.439 2.367 3.286 0.03
H -0.512 4.279 1.164 0.05
H -1.145 3.196 2.420 0.04
H -1.765 3.095 0.751 0.02
H 3.020 0.925 0.010 0.00
H 3.687 2.537 0.052 0.06
H 6.156 3.248 -0.322 0.02
H 5.664 3.468 -2.018 0.02
H 7.169 2.621 -1.621 0.03
H 4.618 -0.209 -3.351 -0.01
H 6.214 0.509 -3.406 0.03
H 4.810 1.516 -3.742 0.01
C -2.301 1.542 -1.860 -0.16
O -1.472 0.760 -1.042 -0.61
H -3.245 1.775 -1.359 0.08
H -2.518 1.019 -2.798 0.08
H -1.799 2.480 -2.114 0.08
```

* energy relative to the best compared isomer or geometry (same formula, charge and spin): 27.6 kJ/mol
* molar mass: 848.8 u
* net charge: +2
* HOMO-LUMO gap: 7.51 eV

---

# 3
Molecular formula: C33H50BO10PS2Si
Method: DFT, ωB97M-V/def2-TZVPD

Geometry as XYZ:
```
98
Properties=species:S:1:pos:R:3:lowdin_charge:R:1
C 8.971 -0.594 -0.077 -0.12
C 8.050 -0.398 -1.312 -0.25
C 8.143 1.061 -1.841 -0.23
C 6.799 1.810 -1.856 -0.23
C 6.209 2.022 -0.451 -0.21
C 5.084 3.095 -0.413 -0.20
C 3.901 2.713 0.502 -0.19
C 2.803 1.973 -0.300 -0.20
C 1.331 2.380 0.038 -0.16
C 0.507 2.783 -1.209 -0.19
C -0.756 1.925 -1.457 -0.11
C -0.550 0.406 -1.549 -0.05
C 0.583 -0.197 -2.111 -0.25
O 1.581 0.565 -2.663 -0.02
C 0.762 -1.584 -2.161 -0.25
P 2.308 -2.146 -2.949 0.50
S 3.796 -1.786 -1.715 0.19
C -0.208 -2.457 -1.627 -0.14
C 0.073 -3.950 -1.673 -0.03
B 1.105 -4.326 -0.498 -0.64
O 1.957 -5.437 -0.644 0.13
O 1.208 -3.584 0.651 0.12
C -1.364 -1.887 -1.089 -0.02
C -1.526 -0.480 -1.060 0.01
C -2.826 0.028 -0.470 -0.24
O -3.371 1.036 -0.870 0.10
C -3.482 -0.775 0.616 -0.02
C -4.285 -0.244 1.631 -0.14
C -4.599 1.248 1.727 -0.10
C -5.850 1.635 0.912 -0.25
O -6.932 0.738 1.140 -0.21
Si -8.099 0.749 -0.055 0.43
C -9.062 2.380 -0.150 -0.17
C -9.401 -0.577 0.327 -0.16
C -7.443 0.397 -1.784 -0.17
C -4.870 -1.072 2.596 -0.02
C -4.660 -2.450 2.558 -0.04
C -3.865 -2.980 1.542 -0.01
C -3.285 -2.168 0.586 -0.07
C -2.459 -2.749 -0.537 -0.25
O -2.751 -3.853 -0.941 0.12
H 9.950 -0.139 -0.271 0.07
H 9.172 -1.660 0.090 0.06
H 8.481 -0.149 0.797 0.07
H 7.025 -0.728 -1.107 0.08
H 8.444 -1.079 -2.080 0.10
H 8.929 1.602 -1.300 0.10
H 8.487 0.997 -2.885 0.10
H 6.125 1.250 -2.521 0.11
H 6.990 2.802 -2.296 0.11
H 5.910 1.056 -0.022 0.10
H 7.037 2.409 0.165 0.11
H 4.780 3.268 -1.456 0.10
H 5.549 4.035 -0.084 0.11
H 4.299 1.995 1.239 0.10
H 3.514 3.556 1.087 0.10
H 2.963 2.220 -1.360 0.09
H 2.882 0.886 -0.206 0.06
H 0.860 1.530 0.549 0.10
H 1.393 3.241 0.716 0.10
H 0.147 3.810 -1.050 0.11
H 1.097 2.807 -2.128 0.10
H -1.410 2.085 -0.593 0.10
H -1.324 2.244 -2.338 0.13
H 2.428 0.357 -2.222 0.03
H 2.235 -3.505 -3.297 -0.01
H 2.511 -1.404 -4.132 0.00
H 0.519 -4.221 -2.636 0.08
H -0.813 -4.579 -1.561 0.11
H 2.500 -5.257 -1.424 0.09
H 2.162 -3.475 0.787 0.12
H -4.823 1.462 2.779 0.12
H -3.763 1.842 1.348 0.12
H -6.174 2.632 1.261 0.12
H -5.555 1.739 -0.140 0.10
H -9.278 2.794 0.843 0.03
H -10.027 2.175 -0.631 0.03
H -8.505 3.109 -0.754 0.03
H -9.647 -1.042 -0.639 0.03
H -10.318 -0.132 0.726 0.03
H -9.010 -1.366 0.980 0.03
H -6.820 1.208 -2.182 0.03
H -8.277 0.267 -2.486 0.04
H -6.881 -0.547 -1.758 0.04
H -5.503 -0.608 3.349 0.12
H -5.140 -3.071 3.309 0.11
H -3.746 -4.062 1.529 0.12
C 0.885 0.126 4.548 -0.17
C 2.208 -0.567 4.797 -0.16
O 2.292 -1.565 3.775 -0.18
S 1.558 -1.036 2.445 0.61
O 2.541 -0.503 1.571 -0.22
O 0.637 -2.019 2.022 -0.21
O 0.771 0.198 3.124 -0.19
H 0.048 -0.463 4.929 0.13
H 0.852 1.123 4.982 0.14
H 2.262 -1.024 5.781 0.14
H 3.046 0.122 4.669 0.13
```

* SMILES string: CCCCCCCCCCCc1c(O)c([PH2]=S)c(CB(O)O)c2c1C(=O)c1c(CCO[Si](C)(C)C)cccc1C2=O.O=S1(=O)OCCO1
* molar mass: 740.8 u
* HOMO-LUMO gap: 8.05 eV

---

# 4
Molecular formula: C33H50Cl2CrN3O4Si
Method: DFT, ωB97M-V/def2-TZVPD

Geometry as XYZ:
```
94
Properties=species:S:1:pos:R:3:lowdin_spin:R:1
C -1.262 -0.431 -4.452 0.00
C -0.611 -1.424 -3.546 0.00
H -0.850 -0.470 -5.468 0.00
H -1.081 0.581 -4.057 0.00
H -2.356 -0.572 -4.513 0.00
C 0.008 -2.516 -4.032 0.00
C 0.224 -2.793 -5.483 0.00
H 0.298 -3.344 -3.383 0.00
H 0.328 -1.871 -6.064 0.00
H -0.573 -3.401 -5.940 0.00
H 1.152 -3.362 -5.607 0.00
Cr 0.495 0.651 0.466 3.06
Cl 0.371 3.034 0.151 0.00
C 0.180 -2.056 1.761 0.00
O 0.946 -1.176 1.279 0.00
N 0.610 -3.033 2.550 0.00
C 2.033 -3.188 2.835 0.00
C -0.279 -4.091 3.035 0.00
H -0.898 -2.029 1.533 0.00
H 2.575 -2.275 2.579 0.00
H 2.444 -4.041 2.280 0.00
H 2.137 -3.404 3.902 0.00
H -1.313 -3.815 2.786 0.00
H -0.154 -4.183 4.124 0.00
H -0.021 -5.053 2.559 0.00
H 1.868 2.824 5.353 0.00
H -0.319 4.547 4.764 0.00
C 2.139 3.145 4.335 0.00
C 0.201 4.592 3.794 0.00
N 0.950 3.367 3.524 0.00
H 2.769 2.397 3.843 0.00
C 0.456 2.411 2.742 0.00
O 1.124 1.413 2.299 0.00
H -0.525 4.763 2.990 0.00
H -0.601 2.518 2.447 0.00
H 2.670 4.097 4.439 0.00
H 0.902 5.433 3.846 0.00
H 1.760 0.176 -3.458 0.00
H 2.886 -2.555 -3.192 0.00
C 2.733 0.326 -2.970 0.00
C 3.626 -1.965 -2.629 0.00
N 3.017 -0.771 -2.051 0.00
H 2.718 1.266 -2.413 0.00
C 2.895 -0.597 -0.725 0.01
O 2.474 0.476 -0.215 0.02
H 4.046 -2.583 -1.828 0.00
H 3.209 -1.466 -0.114 0.00
H 3.517 0.336 -3.732 0.00
H 4.421 -1.655 -3.319 0.00
O 0.015 -0.191 -1.538 0.00
C -0.797 -1.181 -2.025 0.00
C 0.717 -2.941 -1.073 0.00
C -0.573 -2.469 -1.240 0.00
H 1.528 -2.289 -1.396 0.00
C 0.955 -4.237 -0.632 0.00
H -1.866 -0.912 -1.935 0.00
C -1.665 -3.218 -0.824 0.00
H 1.985 -4.608 -0.611 0.00
C -0.141 -5.004 -0.235 0.00
C -1.444 -4.507 -0.341 0.00
H -2.662 -2.782 -0.931 0.00
H 0.039 -6.010 0.145 0.00
H -2.299 -5.122 -0.049 0.00
Si 0.089 4.028 -1.851 0.00
Cl -0.420 2.130 -2.609 0.00
C 1.951 4.481 -1.737 0.00
C -1.469 4.871 -1.112 0.00
C -0.004 5.091 -3.478 0.00
H 2.600 3.614 -1.565 0.00
H 2.125 5.188 -0.917 0.00
H 2.325 4.973 -2.643 0.00
H 0.841 4.842 -4.132 0.00
H 0.065 6.154 -3.202 0.00
H -0.940 4.905 -4.016 0.00
H -1.635 4.720 -0.035 0.00
H -2.361 4.476 -1.619 0.00
H -1.447 5.959 -1.273 0.00
C -3.139 -0.295 5.080 0.00
C -1.740 -0.288 4.912 0.00
C -1.182 -0.054 3.662 0.00
C -1.981 0.153 2.503 -0.01
C -1.505 0.471 1.203 -0.11
C -2.371 0.738 0.175 0.01
C -3.760 0.478 0.308 -0.01
C -4.263 0.110 1.539 0.02
C -3.415 0.035 2.675 -0.01
C -3.955 -0.143 3.969 0.00
H -3.579 -0.432 6.071 0.00
H -1.097 -0.441 5.781 0.00
H -0.100 0.015 3.577 0.00
H -1.988 1.137 -0.763 0.00
H -4.401 0.592 -0.567 0.00
H -5.332 -0.073 1.673 0.00
H -5.044 -0.198 4.050 0.00
```

* energy relative to the best compared isomer or geometry (same formula, charge and spin): 266.1 kJ/mol
* molar mass: 703.8 u
* 2S+1: 4
* HOMO-LUMO gap (spin up / spin down): 7.57 / 7.54 eV

---

# 5
Molecular formula: C33H50NSn
Method: DFT, ωB97M-V/def2-TZVPD

Geometry as XYZ:
```
85
Properties=species:S:1:pos:R:3:lowdin_charge:R:1
C 3.859 -6.425 0.005 -0.11
C 3.291 -5.129 0.592 -0.28
C 1.878 -4.857 0.125 -0.30
C 1.234 -3.592 0.752 -0.29
Sn 0.873 -1.994 -0.677 1.34
C 2.794 -1.606 -1.635 -0.29
C 3.899 -1.139 -0.663 -0.32
C 5.198 -0.798 -1.367 -0.28
C 6.257 -0.288 -0.402 -0.11
C -0.543 -2.789 -2.130 -0.29
C -1.846 -3.352 -1.493 -0.33
C -1.977 -4.848 -1.643 -0.28
C -3.288 -5.377 -1.051 -0.11
C 0.215 0.013 0.241 -0.15
C -1.073 0.127 0.898 0.02
C -2.263 0.690 0.311 -0.44
C -3.508 0.068 1.058 -0.02
C -2.354 0.313 -1.237 0.00
H 4.840 -6.647 0.440 0.07
H 3.204 -7.282 0.210 0.08
H 3.989 -6.351 -1.082 0.08
H 3.304 -5.200 1.685 0.12
H 3.951 -4.295 0.325 0.10
H 1.855 -4.792 -0.975 0.09
H 1.236 -5.716 0.376 0.11
H 0.241 -3.809 1.176 0.04
H 1.863 -3.136 1.532 0.05
H 3.077 -2.537 -2.156 0.07
H 2.569 -0.836 -2.393 0.05
H 3.537 -0.260 -0.107 0.10
H 4.074 -1.924 0.092 0.10
H 5.571 -1.683 -1.889 0.11
H 5.004 -0.040 -2.131 0.11
H 7.179 -0.044 -0.934 0.07
H 5.926 0.619 0.114 0.07
H 6.504 -1.035 0.359 0.08
H -0.732 -1.964 -2.839 0.04
H 0.039 -3.567 -2.657 0.06
H -1.896 -3.062 -0.429 0.09
H -2.696 -2.846 -1.976 0.11
H -1.940 -5.110 -2.706 0.12
H -1.136 -5.359 -1.160 0.10
H -3.398 -6.447 -1.265 0.08
H -3.319 -5.252 0.042 0.08
H -4.160 -4.859 -1.478 0.08
H 1.068 0.076 0.947 0.08
H 0.375 0.691 -0.610 0.07
H -1.052 -0.205 1.935 0.14
H -4.425 0.241 0.470 0.10
H -3.523 -1.033 1.296 0.10
H -3.585 0.599 2.019 0.08
H -3.385 0.442 -1.557 0.10
H -1.690 1.022 -1.716 0.04
H -2.051 -0.713 -1.543 0.06
C 1.270 4.102 -2.512 -0.01
N 0.369 4.021 -1.362 -0.11
C -0.766 3.228 -1.338 -0.02
C -1.415 3.310 -0.085 -0.08
C -2.445 2.291 0.385 -0.13
C -3.165 2.963 1.594 -0.22
C -2.436 3.086 2.774 -0.08
C -3.040 3.520 3.974 -0.07
C -4.372 3.917 4.004 -0.08
C -5.093 3.870 2.810 -0.07
C -4.499 3.424 1.613 -0.02
C -0.786 4.525 0.524 -0.09
C -1.031 5.449 1.559 -0.02
C -0.137 6.538 1.823 -0.07
C 1.004 6.770 1.041 -0.08
C 1.287 5.901 -0.036 -0.01
C 0.405 4.819 -0.223 -0.17
H 2.058 4.821 -2.310 0.07
H 1.720 3.127 -2.734 0.09
H 0.709 4.423 -3.396 0.10
H -1.005 2.603 -2.208 0.12
H -3.234 2.288 -0.469 0.16
H -1.399 2.764 2.768 0.12
H -2.458 3.479 4.893 0.11
H -4.822 4.266 4.922 0.11
H -6.160 4.141 2.838 0.11
H -5.142 3.342 0.716 0.12
H -1.925 5.381 2.158 0.09
H -0.357 7.241 2.642 0.11
H 1.672 7.604 1.241 0.10
H 2.126 6.083 -0.709 0.10
```

* molar mass: 579.5 u
* net charge: +1
* HOMO-LUMO gap: 5.37 eV